93
Properties=species:S:1:pos:R:3:lowdin_charge:R:1 method="wB97M-V/def2-TZVPD" total_charge=+2 e_above_lowest_kj_mol=104.41 e_tot_ha=-2529.0050 e_homo_ev="-13.740 / -13.712"
P -2.83531 2.89965 -2.04391 1.01
P -1.46979 -0.36855 -3.03652 0.77
C -2.69332 2.28207 -3.76749 -0.34
C -2.72693 0.72627 -3.87919 -0.38
H -1.83103 2.74680 -4.30032 0.08
H -3.59349 2.66959 -4.28244 0.10
H -3.68682 0.36627 -3.48074 0.07
H -2.64924 0.47533 -4.95571 0.10
C -0.31966 -0.22132 -4.50634 -0.23
H 0.64686 -0.72533 -4.37890 0.07
H -0.15446 0.84883 -4.71492 0.02
H -0.81930 -0.61446 -5.39843 0.07
C -2.11164 -2.09577 -3.28117 -0.30
H -2.30398 -2.36779 -4.32721 0.07
H -3.02806 -2.28557 -2.71753 0.04
H -1.35314 -2.79588 -2.90891 0.05
C -3.55752 4.58675 -2.51635 -0.20
H -3.85082 5.13728 -1.61112 0.07
H -4.43862 4.50307 -3.17281 0.07
H -2.79528 5.17738 -3.04016 0.03
C -4.21762 1.99303 -1.30329 -0.22
H -4.09533 0.91661 -1.45255 0.03
H -5.19110 2.30927 -1.70508 0.08
H -4.18572 2.21116 -0.23155 0.05
Pb -1.51537 -0.92897 -0.40362 1.35
C 1.05972 2.57755 -3.48055 -0.09
C 0.81343 3.58067 -4.35018 -0.08
C 1.18845 5.05363 -4.16324 -0.14
C 1.05957 5.38722 -2.63570 -0.15
C -0.34888 5.07878 -2.21427 -0.04
C -0.76423 4.08708 -1.41716 -0.18
C 0.00541 2.77761 -1.13312 -0.21
C 1.24913 2.54441 -1.99213 -0.19
C -2.05987 0.32400 1.39654 -0.21
H 1.16762 1.56551 -3.85957 0.07
H 0.34392 3.25567 -5.24079 0.09
H 0.52659 5.76546 -4.69840 0.12
H 2.21026 5.34901 -4.52868 0.14
H 1.87794 4.82775 -2.13396 0.11
H 1.19214 6.47988 -2.50974 0.14
H -1.02866 5.91647 -2.47803 0.14
H -1.49944 4.31395 -0.59542 0.13
H -0.56800 1.82073 -1.09416 0.03
H 0.34271 2.88212 -0.08097 0.13
H 1.97575 3.21151 -1.55892 0.10
H 1.61774 1.54004 -1.77354 0.12
H -2.62537 -0.21386 2.18829 0.04
H -2.72264 1.12245 0.98848 -0.02
H -1.18893 0.81819 1.89510 0.03
C 0.64468 0.14332 4.37190 -0.02
C 1.96053 -0.19589 3.68828 -0.61
C 2.50279 0.96733 2.86215 -0.02
C 2.97476 -0.71160 4.70633 -0.01
O 1.80097 -1.32918 2.79949 -0.12
Si 0.80316 -2.09743 1.76147 -0.02
O 0.51140 -1.27479 0.41653 -0.42
O 1.61119 -3.53014 1.56391 -0.12
C 3.01811 -3.72815 1.20055 -0.61
C 3.20922 -3.23196 -0.22403 -0.04
C 3.98070 -2.96274 2.09476 -0.04
C 3.27696 -5.21966 1.33228 -0.02
O -0.65165 -2.32014 2.51664 -0.17
C -1.07156 -3.43741 3.38775 -0.60
C -1.29189 -4.60459 2.43415 -0.02
C 0.02333 -3.70205 4.40811 -0.02
C -2.35486 -3.02842 4.12788 -0.03
H 0.77827 1.04400 4.98392 0.10
H 0.34055 -0.66506 5.05050 0.08
H -0.15440 0.36079 3.65749 0.06
H 2.57250 1.86152 3.48752 0.09
H 3.51567 0.73953 2.50555 0.09
H 1.84331 1.21105 2.01956 0.07
H 2.54900 -1.54673 5.27379 0.09
H 3.86874 -1.09020 4.19897 0.08
H 3.25701 0.08370 5.39783 0.10
H 2.91457 -2.17983 -0.30756 0.07
H 4.26832 -3.30969 -0.49130 0.10
H 2.62517 -3.83495 -0.92544 0.09
H 3.86049 -3.18645 3.16008 0.09
H 5.01352 -3.23757 1.82500 0.10
H 3.91764 -1.88332 1.92733 0.08
H 3.09247 -5.58347 2.34687 0.09
H 2.63283 -5.79470 0.66426 0.09
H 4.31772 -5.44438 1.07086 0.10
H -0.34490 -4.85462 1.93643 0.08
H -1.67803 -5.48212 2.96892 0.10
H -2.01569 -4.32019 1.65531 0.08
H 0.22018 -2.81654 5.02788 0.08
H -0.28666 -4.51076 5.08403 0.10
H 0.95656 -3.98874 3.91327 0.08
H -2.17097 -2.18204 4.81294 0.09
H -3.16774 -2.78291 3.42838 0.08
H -2.72162 -3.85435 4.76579 0.10